[1]
A molecular structure, C28H40N10PdS in a non-equilibrium geometry, computed with the ωB97M-V functional and the def2-TZVPD basis.

Results
Relative energy (zero: lowest compared OMol25 entry of this formula, charge and spin) in kcal per mole: 19.4
Total charge: +2

Structure (XYZ):
```
80
C28H40N10PdS, DFT the ωB97M-V functional and the def2-TZVPD basis
Pd -0.564 0.978 0.164
C -0.914 4.697 -1.944
C -0.726 3.285 -1.478
N -0.735 2.926 -0.186
N -0.907 3.775 0.860
C -1.061 3.277 2.099
N -1.365 4.091 3.121
S -0.871 1.611 2.401
C -0.506 2.210 -2.373
C -0.485 2.345 -3.784
C -0.224 1.261 -4.577
C 0.023 0.014 -3.978
C -0.035 -0.076 -2.605
N -0.288 0.965 -1.819
H -0.700 5.412 -1.154
H -1.933 4.872 -2.294
H -0.240 4.913 -2.768
H -1.031 4.769 0.673
H -1.423 5.090 3.028
H -1.458 3.693 4.040
H -0.689 3.304 -4.231
H -0.197 1.352 -5.652
H 0.251 -0.853 -4.573
H 0.151 -1.017 -2.099
C 2.370 2.386 -0.209
N 2.832 1.110 -0.708
C 3.563 1.159 -1.952
C 2.647 -0.023 0.000
N 1.502 -0.225 0.647
C 1.470 -0.830 1.866
C 2.576 -0.657 2.727
C 2.690 -1.335 3.926
C 1.669 -2.164 4.327
C 0.480 -2.253 3.579
C -0.580 -3.002 4.122
C -1.819 -2.983 3.530
C -1.989 -2.288 2.344
C -0.924 -1.657 1.675
N -1.181 -1.042 0.469
C -2.213 -1.416 -0.295
N -2.908 -0.459 -0.970
C -3.431 0.724 -0.305
C -3.387 -0.650 -2.321
N -2.551 -2.705 -0.523
C -1.665 -3.810 -0.244
C -3.927 -3.111 -0.765
C 0.343 -1.585 2.327
N 3.621 -0.965 -0.073
C 5.027 -0.604 -0.008
C 3.375 -2.345 0.259
H 1.703 2.873 -0.925
H 3.234 3.038 -0.060
H 1.860 2.234 0.750
H 2.943 1.677 -2.687
H 3.751 0.153 -2.313
H 4.511 1.694 -1.861
H 3.369 0.010 2.418
H 3.573 -1.219 4.535
H 1.728 -2.720 5.250
H -0.406 -3.541 5.039
H -2.656 -3.492 3.985
H -2.981 -2.214 1.920
H -3.119 0.748 0.750
H -4.527 0.690 -0.339
H -3.117 1.638 -0.829
H -2.846 -1.463 -2.797
H -3.197 0.265 -2.885
H -4.459 -0.849 -2.358
H -0.629 -3.483 -0.285
H -1.825 -4.585 -0.995
H -1.855 -4.243 0.743
H -4.617 -2.300 -0.545
H -4.164 -3.941 -0.095
H -4.080 -3.449 -1.792
H 5.153 0.472 0.071
H 5.572 -0.968 -0.881
H 5.462 -1.066 0.883
H 2.344 -2.606 0.041
H 3.579 -2.557 1.312
H 4.034 -2.964 -0.345
```

Atom charges from the Löwdin analysis, given in e for atoms 1 to 2: 0.857, 0.021


[2]
A molecular structure, C28H40N12O7P2PdS2 in a non-equilibrium geometry, computed with the ωB97M-V functional and the def2-TZVPD basis.

Results
Total charge: 0
Spin multiplicity: 3
E in a.u.: -3881.73756

Structure (XYZ):
```
92
C28H40N12O7P2PdS2, DFT the ωB97M-V functional and the def2-TZVPD basis
Pd -1.956 -1.906 2.832
C -2.678 -3.220 -2.477
N -2.457 -3.269 -1.013
C -2.572 -2.326 -0.048
N -2.232 -2.869 1.123
C -2.021 -4.185 0.842
N -2.048 -4.446 -0.435
C -1.667 -4.026 -3.173
C -2.108 -4.652 -4.329
C -1.293 -5.583 -5.002
C 0.046 -5.707 -4.675
C 0.489 -5.084 -3.477
C -0.339 -4.192 -2.787
C 1.804 -5.333 -2.940
N 2.728 -6.171 -3.296
N 3.822 -5.955 -2.502
C 3.535 -5.002 -1.646
O 2.288 -4.484 -1.932
C 4.309 -4.524 -0.480
C 5.696 -4.695 -0.361
C 6.360 -4.186 0.761
C 5.609 -3.414 1.696
C 4.235 -3.372 1.633
C 3.505 -2.698 2.820
N 2.130 -2.348 2.528
C 0.983 -2.629 3.180
N 0.034 -1.821 2.673
C 0.647 -1.001 1.855
N 1.892 -1.266 1.677
C 3.578 -3.921 0.527
H -2.601 -2.147 -2.736
H -3.683 -3.602 -2.744
H -2.841 -1.295 -0.216
H -1.851 -4.912 1.632
H -3.160 -4.520 -4.621
H -1.633 -6.139 -5.854
H 0.759 -6.273 -5.268
H 0.098 -3.668 -1.922
H 6.245 -5.216 -1.120
H 7.450 -4.368 0.861
H 6.157 -2.920 2.493
H 4.040 -1.785 3.031
H 3.472 -3.343 3.745
H 0.869 -3.496 3.879
H 0.118 -0.151 1.413
H 2.481 -3.764 0.481
C -0.766 2.949 3.538
N -1.353 3.592 2.357
C -2.800 3.515 2.121
P -0.225 4.181 1.330
O 0.989 3.372 1.015
O -1.165 4.491 -0.004
P -1.651 3.519 -1.247
O -2.776 2.610 -0.971
N -1.896 4.725 -2.358
C -1.348 6.047 -2.221
C -2.757 4.468 -3.496
N -0.369 2.621 -1.978
C 0.940 3.246 -2.187
C -0.318 1.150 -1.898
N 0.165 5.710 1.860
C -0.830 6.729 2.275
C 1.552 6.234 2.120
H -1.027 3.537 4.402
H 0.348 3.001 3.475
H -0.980 1.927 3.676
H -3.172 2.601 2.604
H -3.097 3.497 1.069
H -3.318 4.373 2.634
H -0.357 6.059 -1.751
H -1.969 6.635 -1.521
H -1.398 6.545 -3.193
H -2.834 3.394 -3.691
H -2.373 4.925 -4.473
H -3.784 4.904 -3.378
H 0.822 4.311 -2.482
H 1.426 2.735 -3.055
H 1.601 3.136 -1.315
H -1.181 0.791 -1.316
H 0.680 0.769 -1.564
H -0.446 0.784 -2.959
H -1.741 6.542 1.639
H -0.469 7.724 2.026
H -1.150 6.696 3.352
H 2.244 5.398 2.116
H 1.535 6.755 3.088
H 1.750 6.986 1.284
O -1.488 -0.262 4.188
S -2.971 -0.063 4.506
O -3.172 0.943 5.494
O -3.659 0.131 3.267
S -3.452 -2.048 4.989
```

Atom charges from the Löwdin analysis, given in e for atoms 1 to 2: 0.737, -0.071


[3]
2 unconnected molecules or ions with the total composition C28H40N3O in a non-equilibrium geometry, computed with the ωB97M-V functional and the def2-TZVPD basis.

Results
Relative energy (zero: lowest compared OMol25 entry of this formula, charge and spin) in kcal per mole: 70.9
Total charge: +1

Structure (XYZ):
```
72
C28H40N3O, DFT the ωB97M-V functional and the def2-TZVPD basis
C 2.498 1.144 2.683
C 1.983 1.348 1.267
C 2.452 2.649 0.656
N 0.518 1.421 1.267
N -0.041 2.610 1.358
N -1.370 2.365 1.479
C -2.189 3.596 1.621
C -1.897 4.459 0.412
C -1.776 4.283 2.908
C -1.643 1.039 1.480
C -3.077 0.513 1.538
C -3.087 -1.014 1.477
C -3.865 1.050 0.338
C -3.741 0.939 2.852
C -0.399 0.372 1.329
C -0.001 -0.939 1.120
H 3.589 1.060 2.674
H 2.217 2.001 3.308
H 2.078 0.230 3.115
H 2.248 0.496 0.639
H 3.545 2.695 0.654
H 2.106 2.718 -0.381
H 2.037 3.495 1.214
H -3.237 3.302 1.652
H -2.444 5.406 0.482
H -0.821 4.666 0.360
H -2.200 3.954 -0.513
H -2.328 5.224 3.024
H -1.987 3.650 3.778
H -0.702 4.501 2.880
H -2.545 -1.434 2.333
H -4.123 -1.384 1.509
H -2.632 -1.366 0.544
H -3.929 2.144 0.338
H -3.387 0.730 -0.597
H -4.887 0.649 0.364
H -3.792 2.028 2.963
H -4.766 0.546 2.886
H -3.183 0.530 3.703
H -0.735 -1.730 1.183
H 1.066 -1.144 1.088
C 4.472 2.258 -3.461
O 3.059 2.382 -3.191
C 2.351 1.260 -2.892
C 0.941 1.357 -2.995
C 0.157 0.300 -2.612
C 0.727 -0.905 -2.097
C -0.139 -1.951 -1.690
C 0.148 -3.339 -1.648
C -0.864 -4.234 -1.179
C -0.581 -5.561 -0.928
C 0.704 -6.076 -1.153
C 1.006 -7.495 -0.797
C 1.677 -5.246 -1.728
C 1.396 -3.923 -2.028
C 2.141 -0.947 -1.939
C 2.949 0.076 -2.403
H 4.748 3.237 -3.853
H 5.026 2.047 -2.537
H 4.674 1.477 -4.208
H 0.516 2.279 -3.383
H -0.927 0.359 -2.712
H -1.189 -1.678 -1.568
H -1.867 -3.837 -1.011
H -1.355 -6.230 -0.546
H 2.084 -7.680 -0.809
H 0.621 -7.739 0.201
H 0.534 -8.189 -1.503
H 2.665 -5.660 -1.942
H 2.132 -3.330 -2.565
H 2.610 -1.797 -1.442
H 4.037 -0.019 -2.366
```

Atom charges from the Löwdin analysis, given in e for atoms 1 to 2: -0.030, -0.367


[4]
A molecular structure, C28H41BrCsF6I2N2O6S6, computed with the ωB97M-V functional and the def2-TZVPD basis.

Results
Relative energy (zero: lowest compared OMol25 entry of this formula, charge and spin) in kcal per mole: 0.0
Total charge: -1

Structure (XYZ):
```
93
C28H41BrCsF6I2N2O6S6, DFT the ωB97M-V functional and the def2-TZVPD basis
Cs 0.212 -0.277 -0.250
C -6.054 3.615 -0.194
C -5.308 3.966 -1.483
S -3.650 3.298 -1.703
C -3.901 1.509 -1.684
C -4.135 0.831 -0.332
S -2.946 1.380 0.921
C -3.957 1.620 2.393
C -5.258 2.406 2.239
S -5.160 3.989 1.348
H -6.316 2.559 -0.190
H -6.993 4.173 -0.186
H -5.166 5.048 -1.544
H -5.939 3.682 -2.330
H -2.986 1.106 -2.125
H -4.703 1.237 -2.374
H -4.025 -0.243 -0.494
H -5.141 1.010 0.040
H -3.280 2.143 3.071
H -4.196 0.661 2.859
H -5.637 2.619 3.240
H -6.022 1.803 1.749
F -0.774 2.180 4.292
C 0.332 2.887 4.062
F 1.022 2.973 5.202
F -0.031 4.119 3.694
S 1.349 2.136 2.713
O 0.368 1.890 1.683
O 2.380 3.097 2.478
N 1.980 0.845 3.343
S 1.261 -0.533 3.568
O 1.009 -1.296 2.367
O 0.240 -0.531 4.575
C 2.679 -1.422 4.331
F 3.056 -0.857 5.478
F 2.291 -2.679 4.585
F 3.734 -1.471 3.514
O 2.103 -1.716 -2.064
C 3.436 -1.323 -2.310
C 4.309 -1.308 -1.061
C 3.817 -0.410 0.082
C 3.778 1.060 -0.248
C 4.794 1.902 0.198
C 4.739 3.252 -0.095
C 3.666 3.731 -0.826
C 2.697 2.829 -1.233
N 2.753 1.527 -0.967
H 2.047 -2.520 -1.520
H 3.384 -0.325 -2.746
H 3.895 -1.984 -3.058
H 5.320 -0.999 -1.351
H 4.386 -2.332 -0.682
H 4.465 -0.553 0.948
H 2.828 -0.744 0.399
H 5.602 1.495 0.792
H 5.511 3.923 0.260
H 3.561 4.781 -1.063
H 1.833 3.168 -1.793
Br 2.802 1.396 -5.363
C 1.796 2.840 -4.666
C 2.378 4.099 -4.697
C 1.692 5.190 -4.188
C 0.422 5.019 -3.657
C -0.154 3.759 -3.632
C 0.526 2.649 -4.130
I -0.393 0.785 -3.912
H 3.369 4.213 -5.112
H 2.153 6.169 -4.206
H -0.121 5.862 -3.250
H -1.141 3.625 -3.205
I -2.375 -1.970 -2.519
C -3.166 -5.872 -1.148
C -2.388 -5.052 -0.124
C -0.925 -4.937 -0.528
S -0.060 -3.677 0.419
O 1.328 -3.582 -0.156
C 0.124 -4.515 2.028
C 1.472 -5.201 2.201
C 1.686 -6.425 1.320
H -4.210 -5.980 -0.850
H -2.740 -6.872 -1.262
H -3.141 -5.370 -2.116
H -2.480 -5.504 0.868
H -2.815 -4.048 -0.077
H -0.858 -4.551 -1.548
H -0.384 -5.882 -0.456
H -0.712 -5.211 2.133
H 0.008 -3.722 2.766
H 1.555 -5.480 3.255
H 2.257 -4.469 2.008
H 0.870 -7.146 1.434
H 2.615 -6.930 1.586
H 1.753 -6.139 0.271
```

Atom charges from the Löwdin analysis, given in e for atoms 1 to 2: 0.847, -0.540